[1]
The following is a quantum chemistry calculation of 2 unconnected molecules or ions with the total composition Cl4N4 in a non-equilibrium geometry, from the Open Molecules 2025 dataset.

Results
<S²>: 2.026
Energy above the lowest of the compared OMol25 structures with the same formula, charge and spin, eV: 0.000
Orbital gap (spin up / spin down), eV: 8.53 / 8.60
LUMO level (spin up / spin down), Ha: -0.014 / -0.082

ORCA input file:
```
! wB97M-V def2-TZVPD RIJCOSX def2/J DEFGRID3
* xyz 0 3
N -1.45826 0.70254 0.37685
N -1.57231 -0.38850 0.11876
N 1.07127 0.66779 0.88193
N 1.58457 -0.16833 0.01125
Cl -3.18275 -1.14539 -0.29154
Cl 0.99485 2.17851 0.30909
Cl 1.35565 -1.84799 0.32818
Cl 1.20697 0.00138 -1.73453
*
```

[2]
The following is a quantum chemistry calculation of a molecular structure, Cl4Na2 in a non-equilibrium geometry, from the Open Molecules 2025 dataset.

Results
Energy above the lowest of the compared OMol25 structures with the same formula, charge and spin, eV: 3.076
Orbital gap, eV: 2.82
LUMO level, Ha: 0.129

ORCA input file:
```
! wB97M-V def2-TZVPD RIJCOSX def2/J DEFGRID3
* xyz -2 1
Na -0.68786 12.00912 20.69020
Na 1.08839 12.98061 21.65008
Cl -2.05019 13.21470 19.39940
Cl -2.63683 10.81600 20.94950
Cl 1.04818 12.03722 19.38049
Cl -0.91103 13.16119 22.63865
*
```

[3]
The following is a quantum chemistry calculation of a molecular structure, Cl4O18V in a non-equilibrium geometry, from the Open Molecules 2025 dataset.

Results
Orbital gap, eV: 6.35
LUMO level, Ha: 0.193

ORCA input file:
```
! wB97M-V def2-TZVPD RIJCOSX def2/J DEFGRID3
* xyz -3 1
O -1.76048 -1.11950 1.97744
V -0.60568 -0.39859 1.24984
O -1.06749 1.02285 0.84637
Cl 1.62928 1.69489 -1.75149
O 1.62596 1.12404 -0.38224
O 1.20170 0.63003 -2.57845
O 1.00907 2.94360 -1.88934
O 3.05277 1.96697 -1.99723
Cl -1.72326 -3.04782 -1.00171
O -1.69492 -3.45409 -2.34385
O -1.07148 -4.07198 -0.20404
O -0.92250 -1.85771 -0.80431
O -3.05679 -2.85308 -0.41012
Cl -1.90285 4.35761 1.13492
O -0.68047 3.81859 0.62174
O -1.73444 5.81664 1.17702
O -3.05524 4.22398 0.26164
O -2.13429 3.80192 2.47295
Cl 2.58606 -2.91400 0.72141
O 3.85420 -2.61677 1.23399
O 2.18208 -4.23449 1.25170
O 1.73726 -1.82819 1.13882
O 2.53150 -3.00491 -0.72506
*
```

[4]
The following is a quantum chemistry calculation of a molecular structure, Cl4Y in a non-equilibrium geometry, from the Open Molecules 2025 dataset.

Results
Orbital gap, eV: 8.65
LUMO level, Ha: 0.078

ORCA input file:
```
! wB97M-V def2-TZVPD RIJCOSX def2/J DEFGRID3
* xyz -1 1
Y -0.00025 0.01066 -0.01834
Cl 1.48411 1.24431 -2.20835
Cl -0.66372 -1.44323 2.18052
Cl -0.99901 -2.11254 -1.30172
Cl 0.17887 2.30080 1.34790
*
```

[5]
The following is a quantum chemistry calculation of a molecular structure, Cl9FeLi2O36 in a non-equilibrium geometry, from the Open Molecules 2025 dataset.

Results
<S²>: 6.008
Orbital gap (spin up / spin down), eV: 2.66 / 2.72
LUMO level (spin up / spin down), Ha: 0.217 / 0.219

ORCA input file:
```
! wB97M-V def2-TZVPD RIJCOSX def2/J DEFGRID3
* xyz -5 5
Li -0.64895 -0.14979 -0.47201
Li 1.87979 -1.63892 2.29868
Fe -0.17441 2.43558 3.59628
Cl -0.86957 0.50783 -4.11231
O -1.27069 1.18821 -2.87495
O -0.34720 1.48791 -5.02430
O 0.08586 -0.53456 -3.84718
O -2.12398 -0.09700 -4.65152
Cl -0.39243 -0.41926 5.63645
O -0.41710 0.27322 4.28621
O -0.29339 0.62099 6.64569
O -1.50817 -1.27125 5.92854
O 0.90188 -1.31439 5.63524
Cl -2.39582 -2.44540 -1.19512
O -2.14776 -2.79968 -2.58513
O -3.34258 -3.45283 -0.71403
O -1.18231 -2.40473 -0.39289
O -2.90694 -1.07911 -1.11558
Cl -0.43632 5.14094 -1.59530
O 0.81206 5.88516 -1.63058
O -1.03394 5.05526 -2.92564
O -0.22405 3.91384 -0.93472
O -1.45137 5.93711 -0.83174
Cl -2.87507 1.98119 1.26023
O -2.13673 2.97278 2.23077
O -1.72347 1.13379 0.84322
O -3.84916 1.21168 1.96930
O -3.52251 2.63600 0.21060
Cl -0.51307 -4.06802 2.96272
O -1.52931 -3.25479 2.44872
O -0.82282 -4.26121 4.38446
O -0.30624 -5.28874 2.22470
O 0.83437 -3.32963 2.94333
Cl 2.05352 1.16279 1.26263
O 2.91729 1.79319 0.41477
O 2.78287 0.49737 2.43028
O 1.09801 2.12644 1.95388
O 1.18086 0.09797 0.68130
Cl 2.10810 -4.64793 -1.88153
O 0.91944 -5.37457 -2.30642
O 3.32057 -5.40196 -2.32384
O 2.18085 -3.34983 -2.57034
O 2.16176 -4.47274 -0.43153
Cl 3.04657 2.61241 -3.56076
O 2.05006 3.54480 -4.11785
O 3.99270 3.24312 -2.63329
O 2.31648 1.52650 -2.85293
O 3.80229 2.07025 -4.66651
*
```

[6]
The following is a quantum chemistry calculation of a molecular structure, ClCuFZn in a non-equilibrium geometry, from the Open Molecules 2025 dataset.

Results
<S²>: 0.761
Energy above the lowest of the compared OMol25 structures with the same formula, charge and spin, eV: 1.632
Orbital gap (spin up / spin down), eV: 7.87 / 7.07
LUMO level (spin up / spin down), Ha: -0.499 / -0.502

ORCA input file:
```
! wB97M-V def2-TZVPD RIJCOSX def2/J DEFGRID3
* xyz 2 2
Cu 1.64649 1.00950 0.06262
Zn -1.50032 -2.11718 -0.90625
F 0.37542 1.13085 1.71760
Cl -0.52160 -0.02318 -0.87397
*
```

[7]
The following is a quantum chemistry calculation of 2 unconnected molecules or ions with the total composition ClFH3N2P in a non-equilibrium geometry, from the Open Molecules 2025 dataset.

Results
Energy above the lowest of the compared OMol25 structures with the same formula, charge and spin, eV: 4.113
Orbital gap (spin up / spin down), eV: 8.40 / 8.49
LUMO level (spin up / spin down), Ha: -0.052 / -0.061

ORCA input file:
```
! wB97M-V def2-TZVPD RIJCOSX def2/J DEFGRID3
* xyz 0 1
N -1.85885 -1.52531 -0.00038
N 0.62483 0.10007 0.87924
F 1.23643 -0.12676 -1.51072
P -0.02300 0.38716 -0.67443
Cl 0.36114 2.38371 -0.95915
H -1.04895 -2.08457 -0.25450
H 0.90308 1.04471 1.14816
H -0.19467 -0.17902 1.37176
*
```

[8]
The following is a quantum chemistry calculation of 2 unconnected molecules or ions with the total composition ClFH4Si2 in a non-equilibrium geometry, from the Open Molecules 2025 dataset.

Results
Energy above the lowest of the compared OMol25 structures with the same formula, charge and spin, eV: 1.754
Orbital gap, eV: 8.10
LUMO level, Ha: -0.048

ORCA input file:
```
! wB97M-V def2-TZVPD RIJCOSX def2/J DEFGRID3
* xyz 0 1
F 4.41348 0.64135 0.85382
Si 2.84104 0.46840 0.26125
Si -1.34129 -1.51978 0.49092
Cl 2.92326 -1.09948 -0.98675
H 2.43305 1.54914 -0.60829
H 1.89187 0.07076 1.25866
H -2.26402 -1.32973 1.83641
H -2.19467 -2.79962 0.30408
*
```

[9]
The following is a quantum chemistry calculation of 2 unconnected molecules or ions with the total composition ClFHOP in a non-equilibrium geometry, from the Open Molecules 2025 dataset.

Results
Energy above the lowest of the compared OMol25 structures with the same formula, charge and spin, eV: 3.094
Orbital gap (spin up / spin down), eV: 8.74 / 8.00
LUMO level (spin up / spin down), Ha: -0.054 / -0.053

ORCA input file:
```
! wB97M-V def2-TZVPD RIJCOSX def2/J DEFGRID3
* xyz 0 1
O 0.56874 -0.82960 -1.24179
F 0.27370 1.58400 0.71947
P -0.22786 0.10803 0.99093
Cl -2.12462 0.27436 0.52354
H 1.51005 -1.13679 -0.99215
*
```

[10]
The following is a quantum chemistry calculation of 2 unconnected molecules or ions with the total composition ClFN2O2 in a non-equilibrium geometry, from the Open Molecules 2025 dataset.

Results
Energy above the lowest of the compared OMol25 structures with the same formula, charge and spin, eV: 0.630
Orbital gap (spin up / spin down), eV: 8.44 / 9.61
LUMO level (spin up / spin down), Ha: -0.043 / -0.030

ORCA input file:
```
! wB97M-V def2-TZVPD RIJCOSX def2/J DEFGRID3
* xyz 0 1
N 0.57811 -1.04643 -0.34968
N -0.43315 0.71952 0.81903
O 0.31368 1.27830 1.51272
O -1.52857 0.70921 0.42990
F -0.59856 -1.32645 -1.00345
Cl 1.66849 -0.33415 -1.40853
*
```

[11]
The following is a quantum chemistry calculation of 6 unconnected molecules or ions with the total composition ClH10O5, from the Open Molecules 2025 dataset.

Results
Energy above the lowest of the compared OMol25 structures with the same formula, charge and spin, eV: 1.672
Orbital gap, eV: 7.10
LUMO level, Ha: 0.109

ORCA input file:
```
! wB97M-V def2-TZVPD RIJCOSX def2/J DEFGRID3
* xyz -1 1
Cl -0.10151 -1.71845 0.26605
O -1.52683 1.23098 -4.03567
H -1.68861 0.92061 -3.14475
H -1.40668 2.17603 -3.94246
O 3.74978 -4.87484 0.87206
H 3.18806 -4.10288 0.94112
H 3.25950 -5.56863 1.31310
O -0.59505 0.33526 4.71827
H -0.72570 -0.24162 3.96569
H -1.30748 0.97181 4.65924
O -4.12377 1.49855 -0.09799
H -4.84105 1.51877 0.53551
H -3.59725 0.74183 0.15968
O 3.53884 2.42174 -1.82505
H 2.75349 1.89208 -1.68748
H 3.42427 2.79877 -2.69737
*
```

[12]
The following is a quantum chemistry calculation of a molecular structure, ClH10O5Zn in a non-equilibrium geometry, from the Open Molecules 2025 dataset.

Results
Energy above the lowest of the compared OMol25 structures with the same formula, charge and spin, eV: 8.107
Orbital gap, eV: 3.19
LUMO level, Ha: -0.391

ORCA input file:
```
! wB97M-V def2-TZVPD RIJCOSX def2/J DEFGRID3
* xyz 1 1
Zn 2.43022 -1.40875 -2.45027
Cl 0.46984 -0.82205 -0.97590
O 0.37464 1.44365 1.89037
H 1.14250 2.01102 1.95902
H 0.54377 0.90324 1.11863
O 0.75323 -1.55740 2.52062
H 0.50587 -0.63272 2.51750
H 0.87876 -1.77536 1.59705
O 0.81055 2.94253 -0.79810
H 0.90523 2.07358 -1.18822
H 1.46374 2.96408 -0.09874
O -1.92444 -1.57477 0.97955
H -1.50581 -2.43249 1.05217
H -1.43702 -1.12762 0.28765
O -2.01643 -0.01135 -2.75756
H -2.16858 -0.72922 -3.37216
H -1.22607 -0.26636 -2.28160
*
```